The following is a quantum chemistry calculation of a cluster of 12 separate species, C17H58O17 in total, from the Open Molecules 2025 dataset.

Properties
E in Ha: -1961.32561
Relative energy (zero: lowest compared OMol25 entry of this formula, charge and spin) in kJ/mol: 95.3
Kohn-Sham gap in eV: 9.54

Cartesian coordinates (Å):
C1 1.7279 3.4019 -0.4059
O1 1.2804 3.4143 -1.7794
H1 1.6415 4.3449 0.1339
H2 1.1296 2.7255 0.2047
H3 2.7721 3.0897 -0.4179
H4 1.9585 3.8444 -2.3055
C2 -1.0382 -3.5961 -1.6080
O2 -1.5536 -3.7055 -2.9457
H5 -0.5258 -2.6341 -1.6006
H6 -1.8424 -3.8407 -0.9140
H7 -0.2085 -4.2559 -1.3544
H8 -1.8263 -4.6018 -3.1554
C3 -2.5596 0.8709 3.7902
O3 -2.4563 0.6987 2.4290
H9 -3.2728 0.1752 4.2322
H10 -1.5859 0.7810 4.2719
H11 -2.8895 1.8570 4.1170
H12 -1.5169 0.7313 2.2339
C4 3.0312 1.5340 3.6932
O4 2.7056 0.6139 2.6409
H13 2.4181 2.4349 3.6661
H14 2.9478 1.0538 4.6681
H15 4.0167 1.8652 3.3657
H16 3.2279 -0.1849 2.7448
C5 4.8420 0.1329 -0.4108
O5 3.7900 0.7289 -1.2137
H17 4.6498 0.1141 0.6620
H18 4.9597 -0.8671 -0.8281
H19 5.7906 0.6095 -0.6580
H20 3.1987 0.0050 -1.4328
C6 0.5089 -0.0943 0.0574
O6 0.3700 0.2885 1.4157
H21 0.6431 0.8053 -0.5432
H22 1.4377 -0.6310 -0.1360
H23 -0.2604 -0.7316 -0.3787
H24 1.2228 0.3713 1.8486
C7 1.9042 -0.9014 -3.4682
O7 2.4972 -1.5790 -2.3973
H25 1.5623 0.0939 -3.1842
H26 2.5039 -0.8149 -4.3743
H27 0.9231 -1.2953 -3.7334
H28 2.4986 -2.5320 -2.5138
C8 -1.6432 3.7641 0.2709
C9 -1.1561 3.7246 1.7361
O8 -0.2776 4.7733 2.1278
O9 -2.9283 4.2479 0.1705
H29 -1.6747 2.7950 -0.2269
H30 -1.0265 4.3898 -0.3742
H31 -0.6921 2.7776 2.0115
H32 -2.0204 3.7893 2.3971
H33 -0.7947 5.5818 2.1513
H34 -3.3038 3.9873 -0.6737
C10 -0.2649 -2.6341 3.2344
C11 -0.8830 -3.0259 1.8457
O10 -0.9667 -4.4887 1.7514
O11 1.1660 -2.7913 3.4277
H35 -0.7154 -3.2348 4.0245
H36 -0.4313 -1.5762 3.4377
H37 -0.3936 -2.6380 0.9524
H38 -1.8660 -2.6272 1.5949
H39 -0.0435 -4.7517 1.7448
H40 1.3654 -2.4832 4.3148
C12 -3.9088 -0.2541 -2.2488
C13 -3.3765 0.3216 -0.9040
O12 -3.6064 -0.6248 0.1682
O13 -5.2293 -0.1820 -2.4636
H41 -3.6806 -1.3193 -2.2850
H42 -3.3323 0.1647 -3.0737
H43 -3.8695 1.2695 -0.6887
H44 -2.3019 0.4973 -0.8526
H45 -3.2053 -0.1256 0.8834
H46 -5.6350 -1.0352 -2.2931
C14 -1.9730 3.8442 -3.2875
C15 -1.3771 2.5167 -3.7770
O14 -0.8741 1.7024 -2.8375
O15 -3.1834 3.7515 -2.5708
H47 -2.2365 4.5964 -4.0311
H48 -1.2346 4.3609 -2.6743
H49 -0.7348 2.7514 -4.6258
H50 -2.1511 1.9051 -4.2406
H51 -0.0582 2.1126 -2.5415
H52 -3.8395 3.2242 -3.0324
C16 2.4176 -5.0224 0.4513
C17 2.5890 -3.4826 0.3567
O16 3.1582 -2.9036 1.4991
O17 1.4918 -5.4360 1.4482
H53 3.3914 -5.4610 0.6692
H54 2.1332 -5.4593 -0.5060
H55 1.5720 -3.1141 0.2226
H56 3.2768 -3.2205 -0.4472
H57 2.4697 -2.9570 2.1659
H58 1.2348 -6.3218 1.1819

Force components x, y, z for each atom (eV/Å):
C 0.507 -0.042 0.023
O -0.454 0.072 0.554
H -0.100 0.428 -0.516
H -0.006 -0.327 -0.485
H -0.070 -0.220 0.348
H 0.049 -0.020 0.032
C 0.044 -0.484 -0.851
O 0.538 0.084 0.004
H -0.842 0.400 0.547
H 0.204 0.830 0.415
H 0.042 -0.713 -0.388
H 0.036 -0.095 0.274
C -0.149 0.328 1.839
O 0.098 0.033 -1.065
H 0.126 -0.266 -0.063
H 0.099 -0.442 0.168
H -0.264 0.393 -0.455
H 0.416 -0.140 -0.619
C 0.657 -0.027 -1.031
O -0.813 0.048 0.131
H -0.456 -0.391 -0.230
H 0.349 0.187 0.025
H 0.403 0.217 1.140
H 0.068 -0.124 -0.004
C -0.358 -0.277 -1.674
O 0.705 0.305 0.964
H -0.134 0.110 -0.090
H 0.106 -0.403 0.587
H -0.144 0.440 0.296
H -0.109 -0.156 -0.086
C 1.361 0.506 -0.471
O -1.716 -0.519 -0.326
H -0.467 0.066 -0.316
H 0.193 -0.289 0.402
H -0.545 0.285 0.633
H 0.666 0.021 0.100
C -1.537 0.476 -0.852
O 0.412 0.131 0.629
H 0.762 0.245 0.485
H 0.294 -0.155 0.144
H 0.045 -0.739 -0.192
H -0.133 0.083 -0.269
C 0.680 -0.574 -0.457
C -0.646 0.007 0.064
O 0.374 -0.024 -0.300
O -1.791 1.038 1.120
H 0.667 -0.576 0.395
H 0.825 0.105 0.333
H 0.394 0.109 -0.390
H -0.454 -0.150 -0.254
H 0.002 0.099 -0.033
H 0.102 0.019 -0.383
C -0.486 0.820 -0.174
C 0.627 -1.564 0.333
O -0.584 1.847 0.077
O -0.103 -0.468 -1.072
H -0.492 -0.052 -0.280
H -0.546 0.075 -0.188
H 1.049 0.090 0.290
H -0.384 0.035 1.202
H 0.375 -0.430 -0.083
H -0.052 -0.040 -0.009
C 3.566 -1.070 1.115
C -0.472 -0.982 -0.161
O -0.243 0.589 -0.832
O -3.298 0.903 -0.388
H 0.874 -0.149 0.291
H -0.089 0.466 -0.116
H -0.251 0.153 -0.006
H 0.112 0.173 -0.987
H -0.179 -0.380 1.035
H -0.025 0.237 0.117
C -0.070 0.506 -0.325
C -2.359 1.328 -2.287
O 1.373 -1.030 1.682
O -0.394 -0.504 1.343
H 0.715 -0.402 -1.041
H -0.072 -0.216 0.462
H 0.703 0.073 0.036
H -0.562 0.269 -0.262
H 0.528 0.077 0.661
H 0.129 -0.124 -0.249
C 1.289 0.320 -0.324
C -0.422 -1.164 0.345
O 0.260 -0.123 -0.061
O 0.298 0.152 -0.150
H 0.233 0.013 0.216
H -0.233 0.351 -0.327
H 0.003 0.498 -0.502
H -0.382 -0.195 -0.347
H -0.274 0.167 0.804
H -0.195 -0.160 0.305